# 1
A molecular structure, C26H54AsBF4N2O9P2S3SiTi, computed with ωB97M-V with the def2-TZVPD basis set.

```
104
Properties=species:S:1:pos:R:3:forces:R:3:mulliken_charge:R:1
Ti -0.88233 -0.25616 2.25056 1.2 4.3 -0.5 -1.093
C -0.36068 -1.81626 -4.07008 0.1 0.1 0.2 -1.611
C 0.30510 -1.94366 -2.69732 0.3 -0.3 -0.3 2.062
C 1.81381 -2.14733 -2.86510 -0.1 0.1 0.1 -1.170
C -0.28006 -3.14239 -1.97093 -0.1 0.2 0.3 -1.815
O 0.06606 -0.78344 -1.88699 -0.2 -0.2 0.0 0.688
Si 0.23929 0.78292 -2.30515 0.4 0.2 -0.2 -1.519
S -0.06708 2.15460 -0.76900 -0.1 0.2 0.2 -0.530
O 1.78209 0.86584 -2.91702 0.0 -0.1 0.1 1.018
C 2.39118 1.73609 -3.84744 0.2 0.2 -0.5 1.437
C 2.05886 1.25368 -5.26553 0.0 0.0 0.2 -1.588
C 1.91571 3.18093 -3.68118 0.0 -0.2 0.2 -1.365
C 3.90085 1.65687 -3.60419 -0.2 0.0 0.0 -1.402
O -0.67049 1.18030 -3.63668 0.0 0.1 0.2 0.073
C -2.02530 1.61038 -3.74332 -0.4 0.2 -0.2 2.084
C -2.50894 1.17160 -5.12836 0.2 0.0 0.2 -1.881
C -2.90188 1.00414 -2.65595 0.2 0.0 0.1 -1.629
C -2.06304 3.13756 -3.63693 0.1 -0.2 0.0 -1.746
H -0.15232 -2.70990 -4.66065 0.0 0.0 0.0 0.570
H 0.00746 -0.93716 -4.59588 0.0 0.0 -0.1 0.131
H -1.43875 -1.72016 -3.93964 -0.1 0.0 -0.1 0.284
H 2.01411 -3.08653 -3.38393 0.0 0.0 0.0 0.455
H 2.27238 -2.17264 -1.87622 0.1 -0.1 0.0 -0.086
H 2.24773 -1.31930 -3.41997 0.1 0.0 0.0 -0.036
H -0.11566 -4.05741 -2.54283 0.0 0.0 0.0 0.420
H -1.34510 -3.00235 -1.80245 -0.2 0.0 0.0 0.403
H 0.17945 -3.24457 -0.99242 0.1 0.0 0.2 0.058
H 0.97601 1.24597 -5.37499 0.0 0.0 -0.1 -0.004
H 2.43119 0.23835 -5.41286 0.0 0.0 0.0 0.284
H 2.50074 1.90922 -6.01863 0.0 0.0 0.0 0.562
H 0.85235 3.23988 -3.90265 -0.1 0.1 -0.1 0.104
H 2.46847 3.84334 -4.35009 0.0 0.0 0.0 0.530
H 2.05324 3.50309 -2.64975 0.1 0.1 0.0 0.119
H 4.23532 0.62054 -3.66559 0.0 -0.1 0.0 0.281
H 4.12663 2.02599 -2.60360 0.2 0.0 -0.4 0.265
H 4.43951 2.25385 -4.34232 0.0 0.0 0.0 0.413
H -2.50242 0.08402 -5.19697 0.0 0.0 0.0 0.331
H -1.85062 1.57299 -5.90138 0.0 0.0 0.0 0.327
H -3.52161 1.53669 -5.30301 0.0 0.0 0.0 0.421
H -2.75033 -0.07281 -2.57550 0.0 -0.1 -0.1 0.222
H -3.95565 1.20327 -2.84736 0.0 0.0 0.0 0.614
H -2.64592 1.43662 -1.69329 -0.1 0.0 0.1 0.127
H -1.51692 3.59397 -4.46580 0.0 0.0 0.0 0.366
H -1.59112 3.42818 -2.69848 -0.1 0.1 0.0 0.221
H -3.09524 3.48919 -3.64666 0.0 0.1 0.0 0.474
C 4.31160 1.13584 2.26333 -0.2 -0.1 -0.1 -1.564
P 3.12348 0.85082 0.86479 0.5 0.2 -0.2 1.322
C 3.76443 2.23715 -0.17697 -0.4 -0.2 0.2 -0.137
C 3.97568 -0.55244 0.00648 -0.3 -0.1 0.2 -0.113
C 3.79669 -1.89580 0.75001 -0.3 0.4 0.1 -1.521
P 2.13636 -2.04750 1.70116 1.2 -0.8 -0.6 1.450
C 1.90460 -3.87751 1.47966 -0.1 0.2 0.0 -1.768
C 2.83975 -2.18655 3.41126 -0.3 0.2 -0.1 -1.660
H 5.32542 1.26712 1.87947 0.1 0.0 0.0 0.441
H 4.29923 0.30625 2.96577 0.0 -0.1 0.1 0.338
H 3.99580 2.04114 2.78338 0.0 0.0 0.1 0.341
H 4.85681 2.23757 -0.23228 0.0 0.0 0.0 0.532
H 3.40304 3.17140 0.25183 0.1 0.1 0.0 0.395
H 3.33499 2.14248 -1.16984 -0.2 0.1 0.3 -1.048
H 5.03694 -0.32211 -0.14066 0.0 0.0 -0.1 0.642
H 3.49120 -0.59195 -0.97371 0.1 0.0 0.0 -0.576
H 4.61487 -2.00365 1.46683 0.0 -0.1 0.0 0.425
H 3.86476 -2.72206 0.03720 0.0 0.0 0.0 0.573
H 2.77783 -4.43283 1.83155 0.0 0.0 0.0 0.484
H 1.71937 -4.12695 0.43463 0.0 0.0 -0.1 0.430
H 1.02912 -4.15710 2.06950 0.0 -0.1 0.0 0.301
H 3.84688 -2.60905 3.40713 0.0 0.0 0.0 0.553
H 2.15484 -2.83196 3.96558 0.0 0.0 0.0 0.560
H 2.83387 -1.21715 3.90763 0.1 0.1 0.0 0.135
O -1.98623 0.33246 3.49371 -1.0 0.6 0.9 0.353
As -0.49268 -1.84949 4.64146 -0.1 -1.0 2.8 0.573
O 0.06199 -3.39863 4.42657 0.2 0.0 -0.4 -0.854
O 0.29941 -0.79351 3.36180 0.6 -0.4 0.5 0.510
C -2.47220 -2.09009 4.22344 0.0 -0.1 -0.6 -0.070
C -3.24031 -2.00273 5.38081 0.3 -0.1 0.0 -0.715
C -4.62138 -2.09877 5.35089 -0.1 0.0 -0.1 -0.677
C -5.27455 -2.22955 4.13219 0.0 0.0 0.1 -0.663
C -4.53341 -2.30295 2.96536 0.0 0.0 -0.2 -0.750
C -3.14595 -2.26432 3.01677 0.1 -0.1 0.1 0.646
S -2.33790 -2.60531 1.44862 -2.0 -2.1 -0.9 1.757
O -2.06357 -4.02066 1.46077 0.5 0.3 0.1 -0.803
O -3.25565 -2.18627 0.41634 0.3 0.2 0.1 -0.836
O -1.05339 -1.81035 1.36370 -0.5 -2.1 -1.2 0.313
H -2.90133 0.47310 3.21982 -0.5 0.0 0.0 -0.176
H -2.71047 -1.85812 6.31981 -0.1 0.0 0.0 0.307
H -5.19004 -2.06752 6.27407 0.0 0.1 0.0 0.369
H -6.35579 -2.27989 4.09298 0.0 0.0 0.0 0.361
H -5.01260 -2.38218 1.99923 0.0 0.0 0.0 0.518
F -4.56352 1.33863 0.05477 0.1 -0.1 -0.2 -0.317
B -3.72744 1.37739 1.14308 0.0 0.1 0.1 0.152
F -2.53090 0.57583 0.94095 0.0 -0.1 -0.2 0.772
F -4.37909 0.85265 2.27779 0.0 -0.1 0.2 -0.412
F -3.31482 2.68295 1.41411 0.0 0.2 0.0 -0.451
C -2.56011 3.17486 4.58481 0.1 0.1 0.0 -0.806
N -1.50124 3.32208 3.60025 0.2 -0.2 0.1 -0.153
C -0.33236 2.58310 3.70837 -0.5 -0.1 -0.5 -0.066
N -0.12508 1.89313 4.91238 0.2 0.3 0.0 -0.589
S 0.31614 1.89689 2.19790 0.6 0.2 -0.2 -0.339
H -3.28730 3.96916 4.41850 0.0 0.0 0.1 0.318
H -2.12104 3.27492 5.57685 -0.1 0.1 0.1 0.374
H -3.07260 2.21015 4.52215 0.0 0.1 0.0 0.124
H -1.84770 3.34325 2.64870 0.0 0.1 0.1 0.286
H -0.87548 1.21436 5.06941 0.1 0.0 0.0 0.142
H 0.73494 1.36220 4.85147 0.0 0.0 0.1 0.393
```
Positions in Å, forces in eV/Å.

* frontier orbital gap (alpha / beta): 4.8 / 4.8 eV
* net charge: -2
* <S²>: 2.018
* 2S+1: 3
* highest occupied orbital energy (alpha / beta): -0.76 / -2.27 eV

---

# 2
3 unconnected molecules or ions with the total composition C26H54Cl2N6O5P2Si, computed with ωB97M-V with the def2-TZVPD basis set.

```
96
Properties=species:S:1:pos:R:3:forces:R:3:mulliken_charge:R:1
C -0.76762 -0.69203 0.34092 -0.2 -0.1 0.6 -0.755
C 0.10510 -1.58874 1.25464 -0.7 1.0 0.4 0.383
Cl 1.42661 -2.45817 0.38206 -0.4 0.2 0.0 -0.186
C 0.63165 -0.74676 2.50095 0.3 -1.9 0.5 -0.963
C 2.15324 -0.73852 2.67669 -0.6 0.4 0.3 0.328
C 2.97503 0.10207 2.03518 0.7 -0.1 0.4 0.588
Si 2.50951 1.42518 0.74714 1.0 0.7 -0.9 0.100
C 2.44917 0.76616 -1.04203 -0.5 0.1 0.7 -0.689
C 0.98834 2.47252 1.16334 -0.2 0.0 -0.3 -0.948
C 3.97884 2.66187 0.73651 -0.3 -0.3 -0.2 -1.244
C 4.46536 -0.05345 2.38834 -1.9 -0.3 1.8 0.025
O 5.34743 0.05440 1.60575 1.3 0.3 -1.1 -0.524
C 4.73669 -0.41470 3.85898 0.3 0.5 -0.2 -0.433
C 3.92483 -1.24538 4.48876 -0.6 -0.5 0.1 0.440
C 4.14690 -1.69465 5.93760 0.5 0.4 -0.3 -1.168
C 3.46274 -0.67668 6.86423 2.0 -0.4 -1.0 0.589
O 2.39691 -0.82702 7.27537 -2.9 -0.3 1.1 -0.379
Cl 4.32313 0.84027 7.30360 0.4 -0.3 -0.4 -0.208
C 2.72983 -1.75220 3.67542 0.8 2.1 -0.2 -0.008
O 2.30370 -2.85163 3.78701 -0.8 -1.5 0.4 -0.562
H -0.20925 -0.03122 -0.33713 -0.1 -0.5 0.0 -0.035
H -1.33715 -0.02286 1.01998 0.2 -0.4 -0.3 0.019
H -1.52472 -1.31905 -0.15694 0.5 0.4 -0.3 0.459
H -0.56631 -2.37210 1.64020 0.5 0.2 -0.1 0.459
H 0.16517 0.24518 2.56222 0.5 -0.2 -0.4 0.646
H 0.23923 -1.30862 3.37418 0.1 0.4 -0.4 0.220
H 2.01291 1.58920 -1.63866 0.4 -0.4 0.0 0.257
H 3.47231 0.53580 -1.37907 -0.4 0.1 0.0 0.338
H 1.81761 -0.12696 -1.15467 0.3 0.3 -0.1 0.173
H 0.94321 3.27430 0.39562 0.2 -0.4 0.3 0.382
H 1.08261 2.98461 2.13703 -0.2 -0.4 -0.3 0.318
H 0.03558 1.92444 1.06239 0.4 0.3 0.3 0.229
H 4.45069 2.70922 1.73260 -0.1 0.3 -0.5 0.311
H 3.64050 3.65653 0.38778 0.1 -0.4 0.4 0.357
H 4.72568 2.31820 -0.00274 -0.2 0.1 0.5 0.305
H 5.58966 -0.01956 4.42534 0.0 0.0 -0.8 0.416
H 5.22383 -1.75525 6.16897 -0.4 0.1 -0.2 0.449
H 3.69388 -2.68041 6.12078 0.0 0.5 -0.1 0.312
O 2.05006 1.33295 -4.24740 3.3 2.7 -0.1 -0.719
P 2.47245 1.25050 -5.71184 -6.0 -4.6 -2.2 0.841
N 1.03181 1.95270 -6.32827 -0.7 0.3 -0.2 0.253
C -0.00087 1.45393 -7.20499 0.0 -0.1 -0.2 -1.087
C 0.91166 3.38801 -6.12750 0.5 0.0 0.2 -1.159
N 2.57327 -0.47634 -5.68226 0.3 -0.7 1.1 0.151
C 1.93104 -1.44970 -6.55591 0.4 0.0 -0.8 -1.008
C 2.76714 -1.09503 -4.36292 0.0 0.2 0.3 -1.194
N 3.22644 1.32033 -7.27516 3.4 1.3 1.9 -0.094
C 2.74005 0.96379 -8.59158 -1.1 0.7 -0.3 -0.903
C 4.67537 1.07975 -7.15476 0.0 -0.2 0.1 -1.134
H -0.02655 2.01379 -8.14991 0.0 0.0 -0.1 0.413
H -0.99020 1.55894 -6.74303 0.0 0.0 0.1 0.308
H 0.10920 0.40727 -7.47022 0.2 0.0 0.1 0.275
H 1.55876 3.93722 -6.82703 -0.1 0.2 0.0 0.304
H 1.19847 3.66559 -5.11000 0.0 0.0 0.0 0.270
H -0.11355 3.73462 -6.26919 0.0 -0.2 -0.1 0.412
H 0.90851 -1.18950 -6.82749 0.0 0.1 -0.1 0.230
H 1.84990 -2.42728 -6.07888 0.1 0.2 0.3 0.435
H 2.53306 -1.63985 -7.44883 -0.2 0.1 -0.2 0.264
H 1.81355 -1.22256 -3.83617 0.1 0.0 0.1 0.403
H 3.43101 -0.50494 -3.73605 -0.2 0.1 0.0 0.190
H 3.24054 -2.07620 -4.45830 -0.1 0.0 -0.3 0.514
H 2.21901 0.00886 -8.64450 0.0 0.0 0.1 0.305
H 3.56414 0.90425 -9.30383 0.2 0.1 0.3 0.371
H 2.07423 1.73284 -8.98451 -0.1 0.0 0.0 0.238
H 4.90201 0.01022 -7.06682 0.1 0.0 0.0 0.360
H 5.07113 1.58022 -6.26728 0.0 -0.1 0.0 0.327
H 5.22685 1.48597 -8.00602 -0.1 0.0 0.0 0.405
O -3.23654 -2.01239 2.96331 -2.1 -3.0 -2.2 -0.640
P -4.68816 -1.57850 3.16905 1.8 6.6 3.8 0.756
N -4.52913 -0.10815 2.29918 0.2 0.7 -0.4 0.461
C -4.66988 1.27693 2.68296 -0.2 0.1 0.2 -1.088
C -4.45381 -0.25691 0.85558 -0.1 -0.6 0.0 -1.200
N -4.52679 -1.52166 4.88957 0.8 -0.8 0.6 0.137
C -4.82066 -0.42543 5.80384 -0.9 0.1 0.1 -1.005
C -3.44757 -2.33306 5.47045 0.2 -0.2 -0.2 -1.262
N -6.40979 -1.38140 3.27169 -0.3 -4.0 -0.9 -0.088
C -7.22534 -0.23467 3.61444 0.3 1.0 -0.8 -0.885
C -7.04352 -2.63982 3.70442 0.1 -0.1 0.2 -1.144
H -5.51474 1.75022 2.16469 0.0 0.1 0.0 0.421
H -3.77136 1.84896 2.42015 0.0 -0.1 0.0 0.248
H -4.83588 1.42867 3.74492 0.0 -0.2 0.0 0.259
H -5.44296 -0.47885 0.42919 0.0 0.1 -0.2 0.270
H -3.77690 -1.07189 0.58906 -0.1 0.0 0.0 0.246
H -4.06933 0.64132 0.36844 0.0 0.1 0.2 0.437
H -4.54152 0.55487 5.41881 -0.2 0.0 -0.1 0.209
H -4.26860 -0.52223 6.73951 0.2 -0.3 -0.2 0.436
H -5.86952 -0.43654 6.11270 0.0 0.3 -0.1 0.266
H -2.48853 -1.80138 5.44425 0.0 -0.1 0.0 0.396
H -3.33163 -3.28008 4.94910 0.1 0.1 -0.1 0.301
H -3.66932 -2.58979 6.50987 -0.2 0.2 0.0 0.491
H -6.89058 0.32026 4.48971 0.1 0.0 0.0 0.304
H -8.25270 -0.53953 3.81794 0.2 -0.4 -0.1 0.372
H -7.29163 0.46260 2.77870 0.1 0.1 0.0 0.233
H -6.97068 -2.77698 4.79007 -0.1 0.0 0.0 0.361
H -6.55819 -3.49398 3.22536 0.0 0.0 0.1 0.324
H -8.09612 -2.68494 3.41538 0.1 0.1 -0.1 0.410
```
Positions in Å, forces in eV/Å.

* frontier orbital gap: 7.3 eV
* SMILES string: C[C@@H](Cl)CC1=C([Si](C)(C)C)C(=O)C=C(CC(=O)Cl)C1=O.CN(C)P(=O)(N(C)C)N(C)C.CN(C)P(=O)(N(C)C)N(C)C
* highest occupied orbital energy: -7.94 eV

---

no.,total energy (eV),largest force on an atom (eV/Å)
1,-203721.7841,4.445
2,-98510.4100,7.868